The following is a DFT calculation (wB97M-V/def2-TZVPD) of a 2-piece molecular cluster, C4H12N2 overall in a non-equilibrium geometry.

## Properties
- Largest force on an atom: 4.0 eV/A
- HOMO level (alpha / beta): -14.9948 / -15.2086 eV
- Multiplicity: 2
- Charge: +1
- Frontier orbital gap (alpha / beta): 4.90 / 6.88 eV

XYZ file:
```
18
Properties=species:S:1:pos:R:3:forces:R:3
C -1.569736 1.299902 -0.455686 -0.481 0.777 1.180
C -1.630338 0.264320 0.737714 -1.456 0.032 -3.775
C -1.773938 -1.145166 0.173424 1.141 0.389 1.033
N 1.132089 -0.443838 0.293218 0.168 0.401 -0.720
C 2.411427 -0.753320 0.004476 0.959 1.530 -0.084
N 3.323224 0.480359 -0.270138 -3.020 -0.507 1.166
H -0.686746 1.137633 -1.110152 -0.044 0.374 0.630
H -2.407754 1.072632 -1.160456 0.337 0.625 0.785
H -1.623761 2.402397 0.003574 0.193 -2.381 -1.468
H -2.550052 0.459332 1.261914 -0.137 0.269 0.944
H -0.739599 0.276002 1.281550 0.865 0.502 1.605
H -0.762034 -1.308968 -0.331947 -0.034 -0.355 0.126
H -1.954161 -1.876480 0.955042 0.399 -0.217 0.085
H -2.499124 -1.331853 -0.579944 -0.625 0.233 -0.924
H 2.558464 -1.341029 -0.877805 -0.145 -1.207 -0.638
H 2.804505 -1.153367 0.916900 0.600 -1.242 0.761
H 3.111135 0.812859 -1.203594 0.328 0.238 -0.515
H 2.856392 1.148583 0.361910 0.951 0.541 -0.191
```
Positions in Å, forces in eV/Å.